No. 1
10 unconnected molecules or ions with the total composition C35H95N15O15. Source: the Open Molecules 2025 dataset; level of theory: ωB97M-V/def2-TZVPD.

Geometry (Å):
C: 9.480 13.849 20.353
O: 9.301 12.735 20.760
N: 9.689 14.169 19.024
N: 9.571 14.930 21.217
H: 9.465 15.154 18.837
H: 9.785 13.464 18.279
H: 10.078 15.746 20.923
H: 9.243 14.795 22.160
C: 11.748 16.758 19.143
O: 10.828 17.255 19.850
N: 11.615 16.747 17.832
N: 12.737 15.982 19.627
H: 10.781 17.255 17.532
H: 12.216 16.123 17.263
H: 13.158 15.258 19.027
H: 12.878 15.835 20.593
C: 14.944 9.509 18.469
O: 14.388 10.128 19.401
N: 16.244 9.551 18.029
N: 14.237 8.563 17.737
H: 16.392 8.791 17.414
H: 16.905 10.322 18.018
H: 14.639 8.229 16.859
H: 13.206 8.707 17.856
C: 10.750 10.189 18.630
O: 11.041 9.259 17.889
N: 9.431 10.603 18.781
N: 11.689 10.907 19.348
H: 9.131 11.295 19.455
H: 8.722 10.003 18.448
H: 12.628 10.461 19.329
H: 11.342 11.448 20.114
C: 13.231 13.649 16.398
O: 13.552 14.679 17.024
N: 13.055 12.418 16.962
N: 13.005 13.759 15.076
H: 13.091 12.240 18.004
H: 12.512 11.695 16.467
H: 13.233 14.623 14.589
H: 12.860 13.035 14.404
C: 10.016 13.380 14.384
O: 10.694 14.075 13.321
C: 9.861 15.036 12.798
C: 10.450 15.803 11.683
N: 10.841 14.929 10.633
C: 11.332 15.764 9.513
C: 12.210 15.050 8.509
O: 13.332 14.520 9.182
C: 14.131 13.828 8.279
H: 10.768 12.628 14.705
H: 9.159 12.843 14.030
H: 9.720 14.042 15.191
H: 9.598 15.761 13.580
H: 8.877 14.631 12.483
H: 11.269 16.375 12.156
H: 9.655 16.488 11.264
H: 11.560 14.331 10.972
H: 11.828 16.641 9.863
H: 10.463 16.150 8.923
H: 12.419 15.695 7.661
H: 11.623 14.173 8.120
H: 14.847 13.197 8.810
H: 14.634 14.570 7.643
H: 13.543 13.078 7.765
C: 12.654 6.891 14.100
O: 12.980 8.246 14.161
C: 11.877 9.109 14.462
C: 11.704 10.161 13.397
N: 12.754 11.224 13.319
C: 12.901 11.850 12.017
C: 13.719 10.989 11.084
O: 15.024 11.085 11.650
C: 15.915 10.169 11.010
H: 11.614 6.824 13.840
H: 12.879 6.281 15.024
H: 13.228 6.597 13.251
H: 12.196 9.695 15.364
H: 10.989 8.495 14.665
H: 10.796 10.634 13.603
H: 11.556 9.632 12.394
H: 13.694 10.993 13.667
H: 13.523 12.742 12.134
H: 11.943 12.193 11.648
H: 13.685 11.275 10.016
H: 13.469 9.883 10.981
H: 16.014 10.478 9.948
H: 15.451 9.163 11.030
H: 16.880 10.196 11.481
C: 14.567 18.986 18.595
O: 15.525 18.055 18.943
C: 16.180 18.421 20.189
C: 17.284 17.399 20.452
N: 16.732 16.084 20.810
C: 16.326 16.023 22.216
C: 15.632 14.723 22.499
O: 14.507 14.688 21.601
C: 13.674 13.544 21.837
H: 14.902 20.017 18.368
H: 13.936 19.231 19.481
H: 13.874 18.682 17.804
H: 15.456 18.413 20.987
H: 16.612 19.459 20.037
H: 17.894 17.761 21.317
H: 17.961 17.269 19.595
H: 15.963 15.779 20.178
H: 15.708 16.908 22.474
H: 17.206 16.125 22.859
H: 15.299 14.735 23.542
H: 16.282 13.910 22.250
H: 14.335 12.654 22.036
H: 13.061 13.278 21.008
H: 13.082 13.614 22.776
C: 14.220 16.246 12.183
O: 14.067 16.259 13.540
C: 14.221 17.535 14.140
C: 15.029 17.375 15.401
N: 16.228 16.634 15.324
C: 17.428 16.842 16.132
C: 18.053 18.235 16.252
O: 18.697 18.675 15.098
C: 17.845 19.271 14.115
H: 13.290 16.497 11.676
H: 14.701 15.300 11.933
H: 14.928 17.014 11.863
H: 13.229 17.912 14.472
H: 14.645 18.268 13.485
H: 14.303 16.925 16.112
H: 15.212 18.410 15.740
H: 16.035 15.718 14.980
H: 18.195 16.204 15.707
H: 17.242 16.608 17.303
H: 18.929 18.320 16.908
H: 17.251 18.983 16.508
H: 17.042 18.537 13.828
H: 18.507 19.584 13.274
H: 17.285 20.105 14.637
C: 16.258 7.590 14.689
O: 16.523 8.811 15.303
C: 15.582 9.808 14.843
C: 15.969 11.153 15.413
N: 17.453 11.354 15.311
C: 17.763 12.661 15.770
C: 17.460 13.005 17.194
O: 17.990 12.003 17.979
C: 17.810 12.104 19.356
H: 16.336 7.649 13.568
H: 15.289 7.092 14.986
H: 17.084 6.880 14.944
H: 14.626 9.519 15.155
H: 15.533 9.876 13.745
H: 15.603 11.346 16.416
H: 15.509 11.910 14.702
H: 17.862 10.691 15.904
H: 17.254 13.329 15.071
H: 18.817 12.909 15.638
H: 16.381 13.107 17.339
H: 17.906 13.970 17.436
H: 16.743 12.121 19.674
H: 18.409 12.975 19.779
H: 18.201 11.199 19.837

## Properties
Strongest force on any atom (Eh/bohr): 0.064
LUMO (eV): 0.5304
Energy above the lowest of the compared OMol25 structures with the same formula, charge and spin (kJ/mol): 198.0
Structure (SMILES): COCCNCCOC.COCCNCCOC.COCCNCCOC.COCCNCCOC.COCCNCCOC.NC(N)=O.NC(N)=O.NC(N)=O.NC(N)=O.NC(N)=O

***

No. 2
A molecular structure, F6InNO3P. Source: the Open Molecules 2025 dataset; level of theory: ωB97M-V/def2-TZVPD.

Geometry (Å):
In: -10.216 19.619 2.904
N: -7.274 19.972 3.762
O: -6.349 19.296 3.445
O: -7.101 21.018 4.222
O: -8.431 19.587 3.742
P: -9.911 22.397 3.106
F: -10.722 21.454 2.088
F: -9.408 23.411 1.928
F: -11.207 23.364 3.298
F: -9.004 23.107 4.288
F: -10.311 21.324 4.219
F: -8.649 21.327 2.819

## Properties
Strongest force on any atom (Eh/bohr): 0.201
LUMO (eV): -11.0999
Energy above the lowest of the compared OMol25 structures with the same formula, charge and spin (kJ/mol): 29.9
Net charge: +1

***

No. 3
2 unconnected molecules or ions with the total composition H5N5O. Source: the Open Molecules 2025 dataset; level of theory: ωB97M-V/def2-TZVPD.

Geometry (Å):
N: 2.041 -1.197 0.037
N: 2.193 0.010 -0.238
N: -3.557 -0.159 -0.010
N: 1.328 0.956 -0.027
N: -2.554 0.460 -0.028
O: -1.334 -0.087 0.204
H: 1.249 -1.474 0.504
H: 3.231 0.196 -0.412
H: -3.468 -1.308 0.045
H: 1.575 1.908 -0.235
H: -0.704 0.695 0.160

## Properties
Strongest force on any atom (Eh/bohr): 0.103
LUMO (eV): 0.3985
Energy above the lowest of the compared OMol25 structures with the same formula, charge and spin (kJ/mol): 103.7

***

No. 4
3 unconnected molecules or ions with the total composition C5H17N2O. Source: the Open Molecules 2025 dataset; level of theory: ωB97M-V/def2-TZVPD.

Geometry (Å):
N: 0.622 0.442 1.492
C: 0.311 0.680 0.179
C: 1.370 0.728 -0.882
C: 1.291 1.995 -1.706
C: 1.226 -0.524 -1.797
C: -3.770 -0.867 0.450
N: -2.377 -1.009 1.058
H: -0.096 0.367 2.219
H: 1.083 1.334 1.750
H: -4.386 -0.697 1.329
H: -0.381 1.537 0.028
H: 2.323 0.755 -0.320
H: 2.154 2.069 -2.360
H: 0.300 2.005 -2.188
H: 1.208 2.878 -1.063
H: 1.978 -0.587 -2.574
H: 1.080 -1.481 -1.294
H: 0.182 -0.390 -2.123
H: -3.988 -1.818 -0.013
H: -3.826 -0.034 -0.241
H: -1.622 -0.548 0.592
H: -2.272 -2.010 1.092
H: 2.082 -1.117 1.676
H: 2.953 -1.792 2.776
O: 2.556 -1.916 1.921

## Properties
Strongest force on any atom (Eh/bohr): 0.083
LUMO (eV): -7.4893
Energy above the lowest of the compared OMol25 structures with the same formula, charge and spin (kJ/mol): 497.4
Net charge: +1

***

No. 5
C13H17N3O5 in the gas phase. Source: the Open Molecules 2025 dataset; level of theory: ωB97M-V/def2-TZVPD.

Geometry (Å):
C: 1.304 0.153 1.803
C: 2.499 -0.136 1.083
C: 1.621 1.167 2.837
C: 1.653 2.485 2.204
C: 0.752 -0.892 -0.676
C: 0.788 -2.190 -1.468
C: 0.249 0.271 -1.383
C: -1.273 0.038 -1.542
C: -2.314 0.429 -0.556
C: -1.778 -0.393 -2.770
C: -3.619 0.063 -0.888
C: -3.124 -0.800 -3.042
C: -4.137 -0.538 -1.993
H: -0.115 -1.234 2.485
H: 1.410 -1.832 2.006
H: 0.560 0.785 1.279
H: 2.553 0.806 3.359
H: 0.829 0.969 3.499
H: 2.957 4.050 2.354
H: 2.460 3.394 3.827
H: 2.963 -0.328 -0.830
H: 0.073 -1.004 0.189
H: 0.381 1.243 -0.839
H: 0.701 0.307 -2.369
H: -2.289 0.962 0.504
H: -1.040 -0.476 -3.569
H: -4.455 0.369 -0.281
H: -3.223 -1.148 -4.069
H: -5.748 -0.621 -1.569
H: 2.108 -3.493 -1.718
N: 0.908 -1.111 2.379
N: 2.685 3.182 2.838
N: 2.243 -0.462 -0.176
O: 3.647 -0.159 1.592
O: 1.190 2.667 1.106
O: -0.121 -2.900 -1.707
O: -5.332 -1.027 -2.275
O: 2.033 -2.597 -1.625

## Properties
Strongest force on any atom (Eh/bohr): 0.177
LUMO (eV): 0.5872
Energy above the lowest of the compared OMol25 structures with the same formula, charge and spin (kJ/mol): 534.6
Structure (SMILES): NC(=O)C[C@H](N)C(=O)N[C@@H](Cc1ccc(O)cc1)C(=O)O

***

No. 6
A molecular structure, C20H15FN7O4Rh. Source: the Open Molecules 2025 dataset; level of theory: ωB97M-V/def2-TZVPD.

Geometry (Å):
Rh: 0.988 0.538 -0.530
N: -0.902 4.392 -0.154
C: -0.430 3.286 -0.680
N: 0.151 2.340 0.029
C: 0.284 2.483 1.430
N: 0.914 1.595 2.137
N: 1.411 0.579 1.370
C: 2.171 -0.342 1.841
C: 2.641 -1.320 0.864
C: 3.473 -2.368 1.172
C: 3.908 -3.208 0.141
C: 3.499 -2.954 -1.148
C: 2.652 -1.872 -1.394
N: 2.233 -1.083 -0.417
C: -0.268 3.673 2.046
C: -0.216 3.893 3.426
C: -0.745 5.051 3.953
C: -1.329 6.006 3.118
C: -1.389 5.809 1.752
C: -0.858 4.640 1.227
H: -1.318 5.086 -0.761
H: -0.521 3.143 -1.750
H: 2.441 -0.356 2.891
H: 3.788 -2.527 2.195
H: 4.559 -4.043 0.359
H: 3.804 -3.578 -1.975
H: 2.297 -1.656 -2.391
H: 0.241 3.148 4.062
H: -0.708 5.223 5.020
H: -1.739 6.912 3.543
H: -1.841 6.549 1.104
F: -4.728 -4.337 -1.099
C: -3.469 -4.062 -1.393
C: -3.125 -2.921 -1.988
N: -1.794 -2.650 -2.294
C: -1.380 -1.426 -2.927
C: -0.487 -0.606 -2.039
O: 0.310 0.267 -2.484
O: -0.473 -0.753 -0.754
C: -0.772 -3.508 -1.955
O: 0.394 -3.191 -2.157
N: -1.162 -4.682 -1.387
C: -2.470 -5.080 -1.040
O: -2.685 -6.121 -0.493
H: -3.858 -2.180 -2.271
H: -2.257 -0.834 -3.193
H: -0.812 -1.613 -3.839
H: -0.427 -5.342 -1.168

## Properties
Strongest force on any atom (Eh/bohr): 0.014
LUMO (eV): -8.4151
Energy above the lowest of the compared OMol25 structures with the same formula, charge and spin (kJ/mol): 0.0
Net charge: +2